The following is a DFT calculation (ωB97M-V/def2-TZVPD) of 2 unconnected molecules or ions with the total composition C3H10OSSi.

```
16
C3H10OSSi (ωB97M-V/def2-TZVPD)
C -1.33 0.16 -2.06
C 1.99 0.22 1.27
C -0.04 -0.52 -0.17
O 2.11 0.41 -1.37
Si -1.36 -0.17 1.16
S 1.22 0.85 -0.32
H -2.26 0.39 -1.63
H -1.01 -0.78 -2.58
H -0.92 1.08 -2.46
H 2.89 0.69 1.35
H 2.03 -0.86 1.25
H 1.33 0.58 2.09
H 0.41 -1.48 -0.54
H -1.97 1.12 0.69
H -0.66 -0.46 2.49
H -2.46 -1.23 0.82
```

Summary:
HOMO-LUMO gap	8.95	eV
electronic energy	-883.0321	a.u.
lowest unoccupied orbital energy	0.23	eV
total charge	0

---

The following is a DFT calculation (ωB97M-V/def2-TZVPD) of 2 unconnected molecules or ions with the total composition C3H10OSSi.

```
16
C3H10OSSi (ωB97M-V/def2-TZVPD)
C -2.03 1.72 -0.17
C 0.75 -2.61 0.54
C 1.19 -0.38 -1.00
O 0.95 -0.09 1.35
Si 1.94 0.81 0.17
S 0.11 -0.91 0.28
H -1.56 1.43 -1.10
H -2.51 0.85 0.28
H -1.28 2.10 0.51
H 0.20 -3.27 -0.12
H 0.59 -2.88 1.58
H 1.80 -2.61 0.29
H 0.70 -0.14 -1.93
H 1.60 2.19 0.55
H 3.32 0.51 0.55
H -2.77 2.48 -0.35
```

Summary:
HOMO-LUMO gap	7.95	eV
electronic energy	-883.1255	a.u.
lowest unoccupied orbital energy	0.25	eV
total charge	0

---

The following is a DFT calculation (ωB97M-V/def2-TZVPD) of C3H10OSi in the gas phase.

```
15
C3H10OSi (ωB97M-V/def2-TZVPD)
C -1.23 -0.70 0.49
C 1.14 -0.53 0.19
C -0.22 -0.06 -0.48
O 1.33 -1.87 -0.05
Si -0.22 1.87 -0.54
H -0.79 -1.45 1.14
H -1.64 0.18 1.08
H -2.11 -1.23 0.10
H 0.95 -0.20 1.23
H 2.04 -0.04 -0.27
H -0.36 -0.50 -1.41
H 2.28 -2.00 0.13
H -0.74 2.22 0.87
H -1.55 2.06 -1.32
H 1.12 2.26 -1.18
```

Summary:
HOMO-LUMO gap	10.79	eV
electronic energy	-484.9533	a.u.
lowest unoccupied orbital energy	0.88	eV
total charge	0

---

The following is a DFT calculation (ωB97M-V/def2-TZVPD) of 2 unconnected molecules or ions with the total composition C3H10S.

```
14
C3H10S (ωB97M-V/def2-TZVPD)
C -3.97 4.38 -1.25
H -4.68 4.75 -1.95
H -4.53 3.42 -1.26
H -3.03 4.30 -1.86
H -3.82 5.02 -0.39
C 2.72 -1.82 -0.26
S 1.48 -1.40 1.08
C 1.69 -3.11 1.83
H 2.34 -2.30 -1.18
H 2.77 -0.86 -0.79
H 3.76 -2.06 -0.02
H 0.97 -3.17 2.70
H 2.68 -3.14 2.31
H 1.63 -4.02 1.05
```

Summary:
HOMO-LUMO gap (alpha / beta)	2.08 / 8.37	eV
electronic energy	-518.3721	a.u.
2S+1	2
lowest unoccupied orbital energy (alpha / beta)	3.31 / 3.47	eV
total charge	-1

---

The following is a DFT calculation (ωB97M-V/def2-TZVPD) of 2 unconnected molecules or ions with the total composition C3H10S.

```
14
C3H10S (ωB97M-V/def2-TZVPD)
C -0.70 -1.42 1.54
C -1.46 -0.09 1.51
H -1.15 -2.13 2.23
H -0.65 -1.90 0.55
H 0.35 -1.29 1.81
H -0.76 0.74 1.44
H -2.05 0.01 2.42
H -2.13 0.02 0.67
C 1.75 0.73 -1.77
S 1.24 1.99 -2.98
H -0.07 1.97 -2.73
H 1.86 1.16 -0.78
H 2.70 0.33 -2.13
H 1.06 -0.11 -1.79
```

Summary:
HOMO-LUMO gap	9.96	eV
electronic energy	-518.4612	a.u.
lowest unoccupied orbital energy	0.87	eV
total charge	0

---

The following is a DFT calculation (ωB97M-V/def2-TZVPD) of 2 unconnected molecules or ions with the total composition C3H10S2.

```
15
C3H10S2 (ωB97M-V/def2-TZVPD)
S -2.97 -1.33 0.77
S -2.26 0.51 1.65
H -1.96 -1.21 -0.12
H -1.27 -0.16 2.30
C 0.78 -0.95 -1.03
C 1.11 0.04 0.04
C 0.43 1.46 -0.21
H 1.33 -0.55 -2.02
H 1.18 -1.95 -0.83
H -0.26 -1.08 -1.00
H 0.91 -0.30 1.14
H 2.17 0.17 0.08
H 0.39 2.07 0.75
H -0.61 1.29 -0.48
H 1.03 1.99 -1.04
```

Summary:
HOMO-LUMO gap (alpha / beta)	3.84 / 7.79	eV
electronic energy	-916.6231	a.u.
2S+1	2
lowest unoccupied orbital energy (alpha / beta)	3.83 / 3.84	eV
total charge	-1

---

The following is a DFT calculation (ωB97M-V/def2-TZVPD) of 2 unconnected molecules or ions with the total composition C3H10S3.

```
16
C3H10S3 (ωB97M-V/def2-TZVPD)
C -1.96 1.32 -2.03
S -1.53 0.01 -0.84
S -3.07 -1.36 -1.43
H -3.03 1.31 -2.23
H -1.51 2.19 -1.55
H -1.43 1.19 -2.98
H -4.09 -0.52 -1.62
C 1.83 -0.21 0.00
S 3.01 -0.30 1.39
C 1.95 -0.72 2.73
H 0.90 -0.50 0.47
H 1.61 0.79 -0.36
H 2.17 -0.84 -0.81
H 0.95 -1.11 2.55
H 1.80 0.19 3.32
H 2.42 -1.43 3.41
```

Summary:
HOMO-LUMO gap (alpha / beta)	2.84 / 6.28	eV
electronic energy	-1314.8070	a.u.
2S+1	2
lowest unoccupied orbital energy (alpha / beta)	2.95 / 2.94	eV
total charge	-1

---

The following is a DFT calculation (ωB97M-V/def2-TZVPD) of 2 unconnected molecules or ions with the total composition C3H10S3.

```
16
C3H10S3 (ωB97M-V/def2-TZVPD)
C -1.42 1.61 -1.63
S 0.23 1.00 -2.03
S 1.45 2.22 -0.86
H -2.11 0.77 -1.75
H -1.44 1.88 -0.57
H -1.75 2.41 -2.29
H 0.71 2.17 0.24
C -0.28 -0.57 1.82
S -0.46 -2.03 0.78
C 1.22 -2.11 0.13
H 0.42 -0.73 2.65
H 0.06 0.28 1.24
H -1.26 -0.43 2.28
H 1.26 -2.91 -0.61
H 1.90 -2.40 0.94
H 1.47 -1.17 -0.35
```

Summary:
HOMO-LUMO gap	8.85	eV
electronic energy	-1314.8386	a.u.
lowest unoccupied orbital energy	0.47	eV
total charge	0

---

The following is a DFT calculation (ωB97M-V/def2-TZVPD) of C3H11BBr2NOP in the gas phase.

```
20
C3H11BBr2NOP (ωB97M-V/def2-TZVPD)
C -1.38 0.16 -1.95
C 0.12 -0.10 -1.68
C 0.78 0.88 -0.69
Br 2.69 0.35 -0.45
P -0.06 1.09 1.02
Br -1.04 1.49 3.09
B 0.27 -0.71 1.62
N -0.44 -1.91 1.15
O 1.24 -0.88 2.64
H -1.50 1.00 -2.64
H -1.99 0.25 -1.05
H -1.76 -0.72 -2.47
H 0.27 -1.14 -1.42
H 0.63 0.03 -2.64
H 0.81 1.86 -1.18
H 0.93 2.06 1.35
H -1.25 1.58 0.44
H -0.53 -2.55 1.93
H 0.20 -2.39 0.53
H 2.00 -0.36 2.42
```

Summary:
HOMO-LUMO gap	9.48	eV
electronic energy	-5765.1742	a.u.
lowest unoccupied orbital energy	0.34	eV
total charge	0

---

The following is a DFT calculation (ωB97M-V/def2-TZVPD) of a molecular structure, C3H11BaNO4.

```
20
C3H11BaNO4 (ωB97M-V/def2-TZVPD)
Ba -1.82 -0.02 1.25
C -2.21 2.35 -1.86
O -2.48 1.12 -1.10
H -1.86 3.10 -1.17
H -1.45 2.16 -2.62
H -3.13 2.67 -2.35
H -2.71 0.45 -1.76
C 1.13 -0.40 3.36
O 0.47 0.61 2.56
H 0.58 -0.56 4.29
H 1.18 -1.34 2.82
H 2.14 -0.09 3.61
H 0.67 1.48 2.91
C 1.37 -1.82 -2.07
N 1.33 -1.49 -0.62
O 2.22 -1.87 0.08
O 0.39 -0.79 -0.18
H 2.09 -2.61 -2.20
H 1.72 -0.92 -2.58
H 0.36 -2.05 -2.39
```

Summary:
HOMO-LUMO gap	10.71	eV
electronic energy	-501.4866	a.u.
lowest unoccupied orbital energy	-7.60	eV
total charge	+2

---

The following is a DFT calculation (ωB97M-V/def2-TZVPD) of C3H11ClN2Si in the gas phase.

```
18
C3H11ClN2Si (ωB97M-V/def2-TZVPD)
C 1.42 2.15 0.26
C -0.93 -0.82 1.58
C -1.64 -1.71 -1.28
N 1.45 0.77 0.50
N 0.81 -0.01 -0.52
Si -0.97 -0.28 -0.24
Cl -2.01 1.51 -0.48
H 0.34 2.41 0.06
H 1.51 2.64 1.22
H 2.08 2.34 -0.66
H -0.29 -1.69 1.68
H -0.39 0.02 2.22
H -2.00 -0.75 2.01
H -1.36 -1.66 -2.40
H -1.14 -2.66 -1.06
H -2.74 -1.74 -1.34
H 2.37 0.42 0.55
H 1.13 0.08 -1.44
```

Summary:
HOMO-LUMO gap	9.82	eV
electronic energy	-980.1195	a.u.
lowest unoccupied orbital energy	0.81	eV
total charge	0

---

The following is a DFT calculation (ωB97M-V/def2-TZVPD) of C3H11ClN3PS2 in the gas phase.

```
21
C3H11ClN3PS2 (ωB97M-V/def2-TZVPD)
C -1.92 0.61 0.57
C 0.25 1.80 0.65
C -0.81 0.96 1.40
N 2.51 -1.29 -3.28
N 2.93 1.32 -3.22
N 0.01 -0.18 1.80
P 1.86 0.13 -2.67
S 0.01 0.47 -3.05
S 0.58 -1.31 0.83
Cl 2.46 -0.49 -0.47
H -2.64 -0.11 1.16
H -2.62 1.47 0.40
H -1.63 0.10 -0.38
H 0.37 1.42 -0.30
H 1.23 1.73 1.09
H 0.07 2.85 0.56
H -0.97 1.31 2.40
H 3.40 -1.55 -2.92
H 1.83 -2.02 -3.13
H 3.92 1.25 -3.27
H 2.62 2.27 -3.27
```

Summary:
HOMO-LUMO gap	6.76	eV
electronic energy	-1883.0563	a.u.
lowest unoccupied orbital energy	-0.57	eV
total charge	0

---

> Number 10 is which compound?

C3H11BaNO4

---

> The highest electronic energy belongs to which entry?

C3H10OSi

---

What did the eighth record say?
The following is a DFT calculation (ωB97M-V/def2-TZVPD) of 2 unconnected molecules or ions with the total composition C3H10S3.

```
16
C3H10S3 (ωB97M-V/def2-TZVPD)
C -1.42 1.61 -1.63
S 0.23 1.00 -2.03
S 1.45 2.22 -0.86
H -2.11 0.77 -1.75
H -1.44 1.88 -0.57
H -1.75 2.41 -2.29
H 0.71 2.17 0.24
C -0.28 -0.57 1.82
S -0.46 -2.03 0.78
C 1.22 -2.11 0.13
H 0.42 -0.73 2.65
H 0.06 0.28 1.24
H -1.26 -0.43 2.28
H 1.26 -2.91 -0.61
H 1.90 -2.40 0.94
H 1.47 -1.17 -0.35
```

Summary:
HOMO-LUMO gap	8.85	eV
electronic energy	-1314.8386	a.u.
lowest unoccupied orbital energy	0.47	eV
total charge	0